# 1
A cluster of 2 separate species, CH4O2PS in total in a non-equilibrium geometry. Source: the OMol25 dataset; level of theory: ωB97M-V/def2-TZVPD.

Geometry as XYZ:
```
9
Properties=species:S:1:pos:R:3:nbo_charge:R:1
C 2.540 -0.204 0.675 -0.472
O -2.043 -0.764 0.987 -1.111
O -1.889 -0.543 -1.497 -1.036
P -1.846 0.279 -0.017 1.500
S -3.200 1.773 -0.236 -0.825
H 3.315 0.371 0.084 0.147
H 2.851 -1.270 0.781 0.149
H 2.156 0.236 1.560 0.163
H -1.884 0.122 -2.336 0.485
```

Lowest unoccupied orbital energy (spin up / spin down)   3.43 / 2.59 eV
Gap between HOMO and LUMO (spin up / spin down)   7.420 / 5.509 eV
Total charge   -1
E   -930.53149 Ha
Maximum force   3.97 eV Å⁻¹



# 2
A structure of composition C41H35AuN3OS6. Source: the OMol25 dataset; level of theory: ωB97M-V/def2-TZVPD.

Geometry as XYZ:
```
87
Properties=species:S:1:pos:R:3:lowdin_charge:R:1
Au 1.644 -0.897 -0.505 0.738
C 0.876 -0.739 -3.892 -0.022
C 2.029 -1.612 -3.576 -0.287
C 2.573 -2.378 -4.640 0.004
C 3.690 -3.119 -4.455 0.025
C 4.319 -3.113 -3.187 -0.149
C 5.500 -3.841 -2.931 -0.020
C 6.071 -3.811 -1.688 -0.055
C 5.481 -3.059 -0.661 -0.091
C 4.335 -2.335 -0.894 -0.572
S 3.722 -1.268 0.350 0.654
C 3.724 -2.358 -2.162 -0.218
N 2.554 -1.635 -2.365 0.032
H 1.155 -0.051 -4.693 0.114
H 0.589 -0.152 -3.033 0.017
H 0.020 -1.324 -4.234 0.098
H 2.072 -2.335 -5.597 0.127
H 4.117 -3.705 -5.259 0.130
H 5.933 -4.426 -3.731 0.120
H 6.975 -4.368 -1.486 0.114
H 5.937 -3.036 0.320 0.111
S 0.960 -1.525 1.663 0.777
C 0.142 -0.139 2.181 -0.561
N -0.789 -0.265 3.099 -0.080
C -1.437 0.898 3.703 -0.092
C -1.585 1.977 2.670 -0.102
N -0.268 2.272 2.114 -0.079
C 0.125 3.687 2.017 -0.114
C -0.305 4.410 0.763 -0.227
C 0.606 5.271 0.160 -0.041
C 0.244 6.017 -0.953 -0.074
C -1.034 5.899 -1.479 -0.091
C -1.943 5.035 -0.888 -0.082
C -1.582 4.296 0.229 -0.058
C 0.562 1.293 1.760 -0.682
S 2.022 1.528 1.028 0.721
C -1.184 -1.586 3.633 -0.141
C -0.285 -2.073 4.743 -0.220
C -0.252 -1.410 5.967 -0.039
C 0.574 -1.858 6.985 -0.067
C 1.364 -2.983 6.792 -0.071
C 1.322 -3.659 5.583 -0.063
C 0.501 -3.203 4.561 -0.059
H -0.847 1.238 4.558 0.141
H -2.416 0.581 4.059 0.137
H -1.967 2.882 3.137 0.141
H -2.273 1.674 1.876 0.100
H 1.209 3.726 2.098 0.084
H -0.290 4.174 2.903 0.138
H 1.608 5.355 0.561 0.118
H 0.961 6.686 -1.409 0.110
H -1.319 6.475 -2.349 0.111
H -2.941 4.937 -1.295 0.110
H -2.313 3.630 0.667 0.096
H -1.184 -2.283 2.794 0.089
H -2.211 -1.476 3.980 0.130
H -0.890 -0.552 6.142 0.107
H 0.590 -1.339 7.934 0.109
H 2.004 -3.337 7.589 0.109
H 1.928 -4.542 5.433 0.110
H 0.470 -3.733 3.617 0.101
O -0.402 -0.353 -0.499 -0.470
C -1.470 -0.103 -1.372 -0.598
C -1.212 1.080 -2.289 -0.480
C -1.809 1.440 -3.461 -0.116
C -1.242 2.613 -4.031 -0.158
C -0.233 3.118 -3.271 -0.385
S 0.030 2.184 -1.865 1.060
C -2.659 0.214 -0.470 -0.433
C -3.544 1.246 -0.523 -0.119
C -4.583 1.139 0.446 -0.175
C -4.475 0.012 1.199 -0.398
S -3.114 -0.926 0.742 1.082
C -1.812 -1.374 -2.134 -0.482
C -2.779 -1.635 -3.056 -0.117
C -2.784 -2.991 -3.483 -0.166
C -1.828 -3.733 -2.861 -0.396
S -0.923 -2.796 -1.751 1.033
H -2.605 0.880 -3.928 0.104
H -1.572 3.053 -4.961 0.106
H 0.364 3.995 -3.457 0.071
H -3.451 2.058 -1.229 0.112
H -5.378 1.861 0.562 0.107
H -5.129 -0.322 1.988 0.069
H -3.492 -0.901 -3.402 0.111
H -3.475 -3.392 -4.210 0.106
H -1.618 -4.782 -2.986 0.067
```

Lowest unoccupied orbital energy   -4.10 eV
Gap between HOMO and LUMO   6.254 eV
Total charge   +1
E   -4347.48933 Ha
Maximum force   0.76 eV Å⁻¹



# 3
A cluster of 3 separate species, C32H48ClN4O6S in total in a non-equilibrium geometry. Source: the OMol25 dataset; level of theory: ωB97M-V/def2-TZVPD.

Geometry as XYZ:
```
92
Properties=species:S:1:pos:R:3:lowdin_charge:R:1
C 2.401 3.001 3.486 -0.113
C 1.790 4.240 2.727 -0.233
C 0.210 4.140 2.787 -0.178
C -0.396 4.018 1.326 -0.169
C -0.996 2.574 1.114 -0.127
C 0.093 1.511 0.747 -0.151
C 0.224 0.205 1.567 0.090
N 0.994 -0.576 0.901 0.019
C 1.235 -1.930 1.469 -0.054
C -0.070 -2.801 1.175 -0.117
C -1.086 -2.813 2.378 -0.193
C -2.414 -2.062 1.983 -0.271
S -3.825 -2.532 3.029 0.352
O -3.392 -3.063 4.295 -0.333
O -4.731 -1.441 3.258 -0.334
Cl -4.887 -4.017 2.056 0.417
C 1.479 0.026 -0.388 -0.147
C 1.978 -0.917 -1.500 -0.056
C 3.376 -1.552 -1.253 -0.402
C 4.460 -0.557 -0.751 -0.044
O 3.840 -2.086 -2.503 -0.041
C 0.200 0.924 -0.700 -0.295
C 0.721 2.002 -1.724 -0.069
C -0.150 2.193 -2.994 -0.116
C -1.512 2.900 -2.741 -0.190
O -1.489 4.305 -3.088 -0.019
C -2.324 4.951 -2.170 -0.521
C -3.804 4.567 -1.975 0.018
O -1.880 5.798 -1.491 0.146
O -0.732 -0.084 -1.141 0.063
C -1.993 0.249 -0.952 -0.319
N -3.050 0.603 -0.828 0.240
H 2.037 2.994 4.533 0.082
H 2.079 2.056 2.989 0.046
H 3.504 3.094 3.445 0.075
H 2.104 5.187 3.203 0.107
H 2.173 4.195 1.688 0.092
H -0.250 5.000 3.312 0.114
H -0.018 3.229 3.385 0.093
H 0.337 4.288 0.544 0.100
H -1.259 4.717 1.291 0.114
H -1.867 2.598 0.433 0.091
H -1.404 2.288 2.112 0.117
H 1.039 2.098 0.855 0.147
H -0.280 -0.006 2.522 0.170
H 1.262 -1.801 2.570 0.133
H 2.128 -2.435 1.074 0.118
H 0.192 -3.842 0.920 0.126
H -0.587 -2.293 0.331 0.100
H -0.703 -2.320 3.294 0.113
H -1.364 -3.853 2.641 0.120
H -2.300 -0.961 2.078 0.091
H -2.675 -2.242 0.918 0.100
H 2.283 0.726 -0.081 0.159
H 1.268 -1.744 -1.709 0.139
H 2.061 -0.344 -2.450 0.140
H 3.368 -2.417 -0.557 0.129
H 4.459 0.418 -1.281 0.090
H 5.474 -0.996 -0.892 0.098
H 4.367 -0.409 0.351 0.086
H 4.649 -1.627 -2.773 0.080
H 1.734 1.712 -2.079 0.119
H 0.878 2.963 -1.188 0.131
H 0.427 2.860 -3.675 0.134
H -0.342 1.264 -3.567 0.126
H -2.339 2.419 -3.309 0.136
H -1.726 2.829 -1.653 0.089
H -4.039 4.689 -0.897 0.096
H -4.025 3.504 -2.209 0.074
H -4.512 5.201 -2.538 0.098
N 7.523 0.498 -3.099 0.049
C 6.547 0.964 -3.886 -0.172
C 6.394 2.301 -4.218 -0.077
C 7.302 3.212 -3.702 -0.077
C 8.320 2.755 -2.884 -0.067
C 8.386 1.396 -2.617 -0.150
H 5.858 0.214 -4.265 0.095
H 5.586 2.620 -4.863 0.102
H 7.216 4.266 -3.937 0.109
H 9.048 3.435 -2.463 0.106
H 9.170 0.992 -1.984 0.105
N -6.991 -9.266 0.797 0.055
C -6.379 -8.081 0.753 -0.157
C -6.894 -6.926 1.321 -0.091
C -8.116 -7.002 1.969 -0.078
C -8.770 -8.221 2.025 -0.070
C -8.166 -9.317 1.428 -0.149
H -5.427 -8.070 0.233 0.101
H -6.352 -5.992 1.256 0.022
H -8.553 -6.121 2.424 0.107
H -9.726 -8.321 2.522 0.103
H -8.638 -10.294 1.449 0.105
```

Lowest unoccupied orbital energy   -4.55 eV
Gap between HOMO and LUMO   6.483 eV
Total charge   +1
E   -2776.57923 Ha
Maximum force   4.54 eV Å⁻¹



# 4
A structure of composition C15H42BeN3O8 in a non-equilibrium geometry. Source: the OMol25 dataset; level of theory: ωB97M-V/def2-TZVPD.

Geometry as XYZ:
```
69
Properties=species:S:1:pos:R:3:nbo_charge:R:1
Be 0.288 -4.339 -0.254 1.630
O 0.630 -0.160 -0.247 -0.698
C 0.779 -1.488 -0.113 0.974
O 1.134 -2.180 -1.121 -0.829
O 0.510 -2.064 0.974 -0.814
H 0.164 0.029 0.613 0.534
C -3.820 -0.944 3.282 -0.613
C -2.467 -0.814 2.571 -0.067
C -1.900 0.546 2.940 -0.072
O -0.673 0.779 2.281 -0.582
C 0.074 1.855 2.827 -0.249
N -1.648 -1.978 2.893 -0.888
H -4.203 -1.928 3.009 0.208
H -4.540 -0.185 2.981 0.225
H -3.761 -0.906 4.371 0.216
H -2.644 -0.791 1.492 0.180
H -1.733 0.613 4.025 0.170
H -2.625 1.346 2.746 0.187
H -0.548 2.752 2.760 0.183
H 0.990 2.007 2.264 0.201
H 0.345 1.663 3.868 0.179
H -1.378 -1.994 3.876 0.371
H -0.751 -1.794 2.429 0.413
C -3.779 -4.799 1.262 -0.620
C -2.466 -4.613 0.473 -0.103
C -2.465 -3.513 -0.516 -0.055
O -1.116 -3.566 -1.093 -0.732
C -0.945 -2.604 -2.155 -0.268
N -1.356 -4.496 1.369 -0.919
H -3.785 -5.799 1.691 0.230
H -4.657 -4.667 0.633 0.234
H -3.770 -4.059 2.063 0.225
H -2.350 -5.535 -0.107 0.196
H -2.506 -2.522 -0.058 0.212
H -3.238 -3.691 -1.261 0.227
H 0.097 -2.717 -2.439 0.254
H -1.110 -1.568 -1.858 0.211
H -1.547 -2.863 -3.026 0.198
H -1.458 -3.670 2.006 0.456
H -1.237 -5.266 2.022 0.404
C 3.977 2.545 -0.642 -0.640
C 2.642 3.294 -0.752 -0.064
C 2.938 4.668 -1.355 -0.060
O 3.939 5.352 -0.677 -0.541
C 4.196 6.634 -1.203 -0.244
N 1.783 2.493 -1.636 -0.855
H 3.819 1.507 -0.349 0.199
H 4.659 3.036 0.061 0.230
H 4.608 2.591 -1.537 0.210
H 2.225 3.380 0.252 0.183
H 2.011 5.257 -1.382 0.174
H 3.171 4.451 -2.409 0.158
H 3.414 7.358 -0.937 0.168
H 4.207 6.584 -2.298 0.171
H 5.123 7.016 -0.783 0.198
H 2.435 2.148 -2.342 0.370
H 1.484 1.599 -1.255 0.382
C 3.137 -1.439 -3.761 -0.250
O 1.947 -0.711 -3.451 -0.749
H 2.945 -2.163 -4.555 0.167
H 3.970 -0.780 -4.000 0.182
H 3.432 -1.984 -2.857 0.159
H 1.654 -1.062 -2.601 0.482
C -1.665 2.209 -1.347 -0.248
O -0.940 3.061 -2.205 -0.757
H -1.671 2.572 -0.312 0.150
H -2.709 2.192 -1.671 0.176
H -1.284 1.186 -1.448 0.141
H 0.019 2.930 -2.020 0.498
```

Lowest unoccupied orbital energy   -6.57 eV
Gap between HOMO and LUMO   4.568 eV
Total charge   +1
E   -1377.31674 Ha
Maximum force   5.87 eV Å⁻¹